(1)
# C35H29HfN4O2P2S3

C35H29HfN4O2P2S3 as an isolated structure in a non-equilibrium geometry (wB97M-V/def2-TZVPD, the Open Molecules 2025 dataset).

```
76
Properties=species:S:1:pos:R:3:forces:R:3
Hf 1.1862 0.0216 -0.4732 0.5 -0.7 0.1
S 0.2299 -0.3782 -2.7157 -1.5 -0.1 0.1
P -1.4767 -0.7953 -1.3422 2.8 0.4 1.4
C -0.5760 -1.0578 0.1166 -1.9 1.1 -0.7
P 0.0191 -2.3612 1.0414 0.9 2.5 0.2
S 2.0353 -2.0820 0.5951 0.2 -1.0 0.1
C -0.7009 -3.9056 0.6470 -0.2 -0.4 -0.3
C -1.3165 -4.6078 1.7049 0.9 -1.2 0.1
C -1.2539 -6.0043 1.6523 -2.2 -0.2 -1.9
C -1.2120 -6.6052 0.3410 0.3 0.7 1.9
C -0.7477 -5.8389 -0.6980 0.7 -0.8 -2.6
C -0.4238 -4.4881 -0.6077 -0.5 -1.0 2.5
C 0.1042 -2.0224 2.8539 -1.1 1.7 1.9
C -0.3837 -0.7435 3.4256 0.3 -2.6 -0.7
C -0.3102 -0.5249 4.8043 0.5 0.2 -1.0
C 0.2241 -1.4834 5.6524 0.1 1.2 1.9
C 0.7424 -2.6048 5.1134 1.7 -2.4 1.1
C 0.7311 -2.9009 3.7812 -1.1 0.2 -2.9
C -2.5908 -1.9226 -2.0437 -1.6 -2.5 -1.1
C -3.9234 -2.1512 -1.4862 1.4 -1.5 -2.9
C -4.6674 -3.1428 -2.1332 0.4 -1.5 -1.1
C -4.2202 -3.9735 -3.2428 0.2 2.1 0.3
C -2.9788 -3.6417 -3.7800 0.0 0.4 -0.3
C -2.1867 -2.6452 -3.2023 -1.1 -0.5 2.4
C -2.4628 0.6807 -1.4492 -0.4 -0.1 -0.2
C -2.8712 1.4366 -0.3833 -2.2 2.5 0.8
C -3.4832 2.7398 -0.6596 1.1 0.4 -1.0
C -3.6349 3.1870 -2.0057 1.1 -3.5 1.3
C -3.4449 2.2244 -3.0177 0.5 0.6 0.4
C -2.8679 1.0007 -2.7506 -0.2 0.1 -0.4
H -1.8320 -4.1122 2.5406 1.0 -0.1 -0.1
H -1.5607 -6.6187 2.4856 -0.2 0.1 0.1
H -1.6142 -7.6051 0.1326 0.8 0.2 0.4
H -0.4959 -6.4048 -1.6403 -0.7 0.9 0.8
H 0.0399 -3.9528 -1.3939 0.5 0.4 -0.6
H -0.9007 -0.0053 2.8167 0.4 -0.2 -0.2
H -0.5138 0.4809 5.1056 -0.5 0.2 0.6
H 0.3736 -1.3995 6.7792 -0.6 0.5 -1.7
H 1.2897 -3.2906 5.8005 -0.6 0.4 -0.7
H 1.1164 -3.8326 3.3540 0.1 0.2 0.6
H -4.4446 -1.6126 -0.7378 0.2 0.7 0.8
H -5.6681 -3.4018 -1.8285 -0.2 0.4 0.5
H -4.9064 -4.6597 -3.7686 0.5 0.3 0.7
H -2.5141 -4.0044 -4.7037 -0.7 -0.6 0.4
H -1.1648 -2.6770 -3.4890 0.7 0.8 -0.5
H -2.9839 1.0518 0.6580 1.0 0.4 -0.9
H -3.6312 3.5235 0.1100 -0.1 -1.1 -0.1
H -3.7866 4.1475 -2.3750 -0.8 1.7 0.3
H -3.6089 2.5596 -4.0264 -0.2 -0.3 -0.4
H -2.7620 0.2498 -3.5459 0.3 0.5 0.3
N 6.2364 6.0751 -0.9821 -1.3 1.5 1.4
C 5.5499 4.9970 -0.4533 0.2 -0.7 -0.8
C 5.9541 3.6734 -0.8431 -0.1 0.6 0.6
C 5.3362 2.6001 -0.2540 -1.0 0.0 -0.5
C 4.2760 2.8174 0.6611 1.4 -1.7 -1.1
C 3.9650 4.0614 1.0816 -1.8 0.4 1.0
C 4.4294 5.1566 0.3811 0.3 1.4 0.1
S 3.3373 1.3719 0.9566 -1.6 -0.4 -1.2
O 3.8249 0.5739 1.9981 1.1 -0.9 1.3
O 3.3408 0.6612 -0.4247 -0.5 0.7 1.4
N 1.7063 1.5395 1.2408 0.8 1.4 -0.2
C 1.0126 2.6136 0.6437 -0.1 -1.0 -1.2
N 0.7894 3.8201 1.1789 0.8 -1.7 -0.4
C 0.2383 4.6730 0.3382 -0.6 -0.3 0.8
C -0.1272 4.3898 -0.9559 0.3 1.3 -0.9
C 0.0113 3.1205 -1.4301 -0.9 -1.4 0.7
N 0.5173 2.1770 -0.5807 0.2 2.2 0.1
H 7.2080 5.9023 -1.1954 -0.1 0.3 0.0
H 6.0189 6.9824 -0.4614 0.9 -1.8 -1.3
H 6.6776 3.5451 -1.6540 0.0 0.0 0.5
H 5.5111 1.5733 -0.5504 0.3 0.2 -0.2
H 3.3238 4.0682 1.9786 -0.2 0.8 -0.9
H 3.9090 6.1519 0.4419 1.0 -1.0 0.5
H -0.0724 5.5730 0.8093 0.1 1.0 0.0
H -0.4658 5.2262 -1.5621 -0.2 -0.4 -0.1
H -0.4782 2.8111 -2.3744 0.8 -0.1 0.5
```
Forces are in eV/Å.

## Properties
- E_LUMO: -3.02 eV
- DFT total energy: -99205.1045 eV
- Charge: +1
- Max |F|: 3.94 eV Å⁻¹
- Frontier orbital gap: 7.50 eV

***

(2)
# C7H14N2O

A 2-piece molecular cluster, C7H14N2O overall in a non-equilibrium geometry (wB97M-V/def2-TZVPD, the Open Molecules 2025 dataset).

```
24
Properties=species:S:1:pos:R:3:forces:R:3
C -2.3213 -0.5622 1.2428 -0.1 -0.1 0.2
C -1.8465 -0.0724 -0.1222 0.0 0.0 -0.2
C -0.4096 0.4259 -0.1392 0.0 0.2 0.1
C -0.1000 1.5788 -1.0200 0.0 0.0 -0.3
N -0.1494 1.7443 0.4336 0.0 0.0 0.1
C 0.6446 -0.6602 0.1161 0.5 -0.8 0.5
C 0.8997 -1.4886 -1.1450 -0.1 -0.3 -0.1
C 1.9346 -0.1142 0.6671 1.1 3.6 0.2
N 2.8936 0.5017 0.0093 -0.8 -1.5 -1.1
H -3.4083 -0.7200 1.2342 0.3 0.0 0.0
H -1.8525 -1.5155 1.5237 -0.1 0.3 0.0
H -2.0928 0.1730 2.0283 0.0 -0.2 -0.2
H -1.9644 -0.8713 -0.8697 0.0 0.1 0.1
H -2.4950 0.7506 -0.4590 0.2 -0.1 0.1
H 0.8903 1.6866 -1.4661 -0.2 0.0 0.2
H -0.9169 1.9900 -1.6173 0.2 -0.2 0.1
H -1.0152 2.1920 0.7243 0.1 -0.1 -0.1
H 0.2770 -1.3068 0.9245 -0.1 0.0 -0.3
H 1.1735 -0.8523 -1.9993 -0.1 -0.1 0.3
H 1.7059 -2.2172 -0.9870 -0.2 0.2 0.0
H -0.0034 -2.0467 -1.4230 0.2 0.1 0.0
O 2.1225 0.2080 1.9107 0.9 0.0 0.4
H 2.8599 0.3045 -0.9860 0.6 0.4 -0.2
H 3.1738 0.8721 1.4191 -2.2 -1.6 0.3
```
Forces are in eV/Å.

## Properties
- E_LUMO: 0.82 eV
- DFT total energy: -12511.2566 eV
- Charge: 0
- Max |F|: 3.75 eV Å⁻¹
- Frontier orbital gap: 10.15 eV

***

(3)
# C3H9NO2

A 2-piece molecular cluster, C3H9NO2 overall in a non-equilibrium geometry (wB97M-V/def2-TZVPD, the Open Molecules 2025 dataset).

```
15
Properties=species:S:1:pos:R:3:forces:R:3
C -2.3861 0.0732 2.5022 1.4 0.3 0.8
C -1.2530 -0.0551 1.4927 -0.7 -1.2 0.1
N -0.2460 -0.9235 1.8275 -0.5 0.6 0.4
O -1.3047 0.4185 0.3850 0.1 0.6 -0.4
H -2.7212 1.1032 2.5614 -0.3 0.0 -0.3
H -1.9615 -0.1512 3.4877 -0.3 -0.1 0.0
H -3.1728 -0.6391 2.2854 -0.2 0.1 -0.2
H 0.3661 -1.1548 1.0897 0.7 -0.2 -0.6
H -0.1434 -1.3967 2.7002 -0.2 0.0 0.2
C 1.8882 0.7044 -3.1066 0.2 0.2 -0.2
O 2.8603 -0.2773 -3.4797 -0.2 0.7 -0.4
H 1.1226 0.7457 -3.8733 -0.4 -0.5 0.1
H 1.5305 0.4380 -2.1156 -0.6 0.3 -0.1
H 2.2361 1.7489 -3.0958 0.6 -0.3 0.2
H 3.1849 -0.6340 -2.6607 0.4 -0.3 0.3
```
Forces are in eV/Å.

## Properties
- E_LUMO: 0.70 eV
- DFT total energy: -8841.8178 eV
- Charge: 0
- Max |F|: 1.68 eV Å⁻¹
- SMILES: CC(N)=O.CO
- Frontier orbital gap: 10.67 eV

***

(4)
# C7H11N

A single C7H11N molecule (wB97M-V/def2-TZVPD, the Open Molecules 2025 dataset).

```
19
Properties=species:S:1:pos:R:3:forces:R:3
C -0.1947 2.6629 1.5333 -0.6 0.2 -0.2
C -0.8752 1.2884 1.5767 0.3 0.6 -0.6
C -0.2413 0.3167 0.6246 -0.1 -0.4 0.5
C 0.8907 -0.4190 0.8366 0.8 0.0 -0.4
N 1.1196 -1.1938 -0.2813 -0.4 -0.1 0.0
C 0.0966 -1.0196 -1.1804 0.5 -0.5 0.2
C -0.0333 -1.8986 -2.3818 -0.2 0.2 0.0
C -0.7453 -0.0870 -0.6444 -0.2 0.2 -0.3
H -0.1706 3.0057 0.4962 0.3 0.0 0.0
H -0.8112 3.4044 2.0513 0.2 -0.1 0.2
H 0.8070 2.6552 1.9620 0.0 0.0 -0.1
H -1.9029 1.4290 1.2347 -0.1 -0.1 0.3
H -0.8766 0.9327 2.6034 -0.1 -0.3 0.0
H 1.6974 -0.3489 1.5506 -0.4 0.0 0.4
H 1.7685 -1.9594 -0.3097 0.1 0.1 -0.1
H -0.5798 -2.8059 -2.1260 0.1 -0.2 0.0
H -0.6328 -1.3901 -3.1318 0.0 0.0 -0.2
H 0.9267 -2.1771 -2.8249 -0.1 0.1 0.1
H -1.6203 0.2875 -1.1519 -0.1 0.0 0.1
```
Forces are in eV/Å.

## Properties
- E_LUMO: 1.05 eV
- DFT total energy: -8927.4561 eV
- Charge: 0
- Max |F|: 0.90 eV Å⁻¹
- SMILES: CCc1c[nH]c(C)c1
- Frontier orbital gap: 8.89 eV

***

(5)
# C31H36ClIrN2OPSe

C31H36ClIrN2OPSe as an isolated structure in a non-equilibrium geometry (wB97M-V/def2-TZVPD, the Open Molecules 2025 dataset).

```
74
Properties=species:S:1:pos:R:3:forces:R:3
Ir 0.7192 0.6940 0.0982 -0.8 -1.4 0.8
Cl 5.3989 0.7200 5.6793 0.0 0.0 0.1
C 4.0722 0.6899 4.5882 0.1 0.0 0.0
C 2.7503 0.5832 5.0889 0.0 0.0 -0.1
C 1.6888 0.5688 4.2347 -0.2 0.0 0.3
C 1.8587 0.6688 2.8356 0.1 0.1 -0.2
O 0.7963 0.7068 2.1009 0.2 0.0 0.3
C 3.2001 0.7237 2.3244 -0.2 0.0 0.0
C 3.5345 0.7099 0.9720 0.3 0.0 0.0
N 2.7158 0.6750 -0.0692 -0.7 0.5 -0.1
C 3.1731 0.6664 -1.4163 0.3 0.0 -0.1
C 4.4744 0.7536 -1.8387 -0.1 0.0 0.3
C 4.7907 0.6521 -3.2057 0.1 0.0 -0.1
C 3.8166 0.4625 -4.1431 0.1 0.0 0.0
C 2.4633 0.3948 -3.7459 -0.1 0.0 0.1
C 1.3907 0.2044 -4.6429 0.0 0.0 0.0
C 0.1122 0.1434 -4.1610 0.0 0.0 -0.1
C -0.1148 0.3023 -2.7903 0.0 -0.1 0.1
N 0.8589 0.5083 -1.9228 -0.1 0.0 -0.4
C 2.1523 0.5250 -2.3806 0.0 0.0 0.1
C 4.2838 0.7486 3.2528 0.2 -0.1 0.0
H 2.5968 0.5110 6.1577 0.0 0.0 0.0
H 0.6791 0.4784 4.6128 0.0 0.0 0.0
H 4.6008 0.6905 0.7631 0.0 0.1 0.0
H 5.2709 0.8990 -1.1217 0.1 0.0 -0.1
H 5.8252 0.7203 -3.5125 0.0 0.0 0.0
H 4.0705 0.3691 -5.1909 0.0 0.0 0.0
H 1.5940 0.1007 -5.7016 0.0 0.0 0.0
H -0.7287 -0.0082 -4.8224 0.0 0.0 0.0
H -1.1164 0.2621 -2.3828 0.0 0.0 0.0
H 5.2999 0.8034 2.8821 0.0 0.0 0.0
C -4.4540 -6.1807 -0.1644 0.0 0.0 0.0
C -3.4172 -5.1120 -0.0582 0.0 0.0 0.0
C -2.0775 -5.3714 -0.3738 0.0 0.0 0.0
C -1.0999 -4.4113 -0.2560 0.1 0.1 0.1
C 0.3183 -4.7420 -0.6256 0.0 0.0 0.0
C -1.4820 -3.1138 0.2162 -0.2 0.2 -0.2
Se -0.1152 -1.9234 0.5864 0.3 1.1 -0.2
C -2.8507 -2.8162 0.4910 0.0 0.0 -0.1
C -3.3077 -1.4654 0.9594 0.0 -0.1 0.0
C -3.7756 -3.8239 0.3567 -0.1 0.0 0.0
H -4.0408 -7.1123 -0.5425 0.0 0.0 0.0
H -5.2670 -5.8627 -0.8199 0.0 0.0 0.0
H -4.8993 -6.3697 0.8149 0.0 0.0 0.0
H -1.7969 -6.3592 -0.7181 0.0 0.0 0.0
H 0.3846 -5.7590 -1.0051 0.0 0.0 0.0
H 0.9793 -4.6586 0.2386 0.0 0.0 0.0
H 0.6921 -4.0640 -1.3934 0.0 0.0 0.0
H -2.5228 -0.7209 0.8619 0.0 -0.1 -0.1
H -3.6087 -1.5120 2.0081 0.0 0.0 0.0
H -4.1774 -1.1396 0.3876 0.0 0.0 0.0
H -4.8141 -3.6187 0.5924 0.0 0.0 0.0
C -3.0371 2.9744 2.2738 0.0 0.0 0.0
C -1.9757 1.9209 1.9446 0.0 0.0 -0.1
P -1.0318 2.2421 0.4157 0.2 -0.3 0.0
C -0.2319 3.8565 0.7252 0.3 -0.2 -0.2
C 0.9374 4.1838 -0.2110 -0.1 0.0 0.0
C -2.2912 2.5249 -0.8707 0.3 -0.2 -0.2
C -1.7623 3.1299 -2.1757 -0.1 0.0 0.1
H -3.4249 2.7848 3.2739 0.0 0.0 0.0
H -3.8814 2.9298 1.5876 0.0 0.0 0.0
H -2.6326 3.9865 2.2692 0.0 0.0 0.0
H -2.4362 0.9363 1.8537 0.1 0.1 0.1
H -1.2334 1.8558 2.7394 0.0 -0.1 0.0
H 0.1243 3.8170 1.7577 -0.1 0.0 0.0
H -1.0010 4.6286 0.6604 0.0 0.0 0.1
H 1.6584 3.3653 -0.2413 0.1 0.0 0.0
H 1.4560 5.0753 0.1383 0.0 0.0 0.0
H 0.6009 4.3729 -1.2292 0.0 0.0 0.0
H -3.0343 3.1907 -0.4300 0.0 -0.1 0.0
H -2.7795 1.5621 -1.0469 0.0 0.0 0.0
H -1.5750 4.1967 -2.0613 0.0 0.0 0.0
H -2.5059 3.0154 -2.9636 0.0 0.0 0.0
H -0.8389 2.6591 -2.5086 0.0 0.1 0.0
```
Forces are in eV/Å.

## Properties
- 2S+1: 2
- E_LUMO (spin up / spin down): -7.76 / -7.96 eV
- Expectation value of S²: 0.865
- DFT total energy: -127742.5283 eV
- Charge: +2
- Max |F|: 1.76 eV Å⁻¹
- Frontier orbital gap (spin up / spin down): 5.54 / 5.37 eV

***

(6)
# H8O4

A 4-piece molecular cluster, H8O4 overall in a non-equilibrium geometry (wB97M-V/def2-TZVPD, the Open Molecules 2025 dataset).

```
12
Properties=species:S:1:pos:R:3:forces:R:3
O -0.4508 -0.8560 2.7223 -1.8 2.2 0.6
H -1.1803 -0.2032 3.0004 1.4 -1.8 -0.3
H -0.0430 -0.2873 2.0550 0.4 -0.6 -0.3
O 1.2676 -1.3141 -2.1894 0.2 2.7 -0.8
H 0.9793 -0.4542 -2.6283 -0.2 -1.7 0.3
H 2.2158 -1.0976 -2.1925 0.1 -0.8 0.2
O 0.5935 0.2064 0.0730 1.3 1.6 0.4
H 0.9223 -0.1883 -0.8299 -0.2 1.2 2.5
H 1.0479 1.0510 0.5196 -1.0 -2.9 -2.5
O -1.8588 1.4775 -0.0267 -0.8 -3.0 -1.5
H -2.4086 0.8041 -0.5743 0.8 2.1 1.3
H -1.0848 0.8618 0.0709 -0.2 1.0 0.1
```
Forces are in eV/Å.

## Properties
- E_LUMO: 0.05 eV
- DFT total energy: -8318.9776 eV
- Charge: 0
- Max |F|: 3.97 eV Å⁻¹
- SMILES: O.O.O.O
- Frontier orbital gap: 10.92 eV